Record 1
Here is one molecule with the formula CH3IOP2 in a non-equilibrium geometry from the OMol25 dataset. Energies are from ωB97M-V/def2-TZVPD.

Positions of all 8 atoms, in Å:
C -0.4395 -0.4405 0.4755
O 0.6205 0.8837 -1.7205
P -0.3176 -2.0603 -0.3303
P 0.9277 0.9770 -0.2039
I 3.0482 -0.2508 0.0212
H -1.3226 -0.0446 0.1244
H -0.3144 -0.4996 1.5483
H -0.0168 0.1766 -1.9944

Cartesian forces, eV/Å:
3.566 -0.389 -0.465
-1.479 -0.713 -2.760
0.256 0.207 -0.016
-0.821 -0.888 3.091
0.087 -0.278 0.074
-2.276 1.329 -0.273
-0.238 0.241 0.248
0.903 0.491 0.102

DFT total energy (a.u.): -1095.47104
Multiplicity: 1
ΔE to the lowest compared entry with this formula, charge and spin (kcal/mol): 46.0
Total charge: 0

=====

Record 2
Here is one molecule with the formula CH3IOS in a non-equilibrium geometry from the OMol25 dataset. Energies are from ωB97M-V/def2-TZVPD.

Positions of all 7 atoms, in Å:
C -0.0347 0.8251 0.2490
O -0.7831 -1.7236 0.8383
S 0.5879 -0.8910 0.1894
I 0.6945 -1.5366 -2.1597
H 0.1716 1.1127 1.1736
H -1.1677 0.8063 0.1265
H 0.5314 1.4071 -0.4170

Cartesian forces, eV/Å:
-2.556 -2.573 -3.317
4.902 2.887 -2.224
-5.180 -2.742 2.558
-0.112 0.359 0.141
0.922 1.175 4.276
1.651 0.017 -0.259
0.374 0.876 -1.174

DFT total energy (a.u.): -810.94252
Multiplicity: 1
ΔE to the lowest compared entry with this formula, charge and spin (kcal/mol): 27.9
Total charge: 0

=====

Record 3
Here is one molecule with the formula CH3IOS in a non-equilibrium geometry from the OMol25 dataset. Energies are from ωB97M-V/def2-TZVPD.

Positions of all 7 atoms, in Å:
C -0.5204 0.4159 -0.2506
O 0.1994 -0.6964 -0.4951
S 1.8151 -0.7680 -0.0689
I -2.5867 -0.1456 -0.1258
H -0.2248 0.9425 0.6907
H -0.4311 1.1852 -1.0913
H 1.7484 -0.9336 1.3411

Cartesian forces, eV/Å:
-0.893 2.536 -0.108
-2.742 -0.608 -1.467
4.710 -1.056 2.396
-0.150 0.228 0.111
-0.367 -0.520 -0.439
-0.264 -1.102 0.985
-0.293 0.523 -1.478

DFT total energy (a.u.): -810.82781
Multiplicity: 3
ΔE to the lowest compared entry with this formula, charge and spin (kcal/mol): 42.0
⟨S²⟩: 2.0058
Total charge: 0

=====

Record 4
Here is one molecule with the formula CH3IS in a non-equilibrium geometry from the OMol25 dataset. Energies are from ωB97M-V/def2-TZVPD.

Positions of all 6 atoms, in Å:
C -0.9622 1.2882 0.6990
S 1.0462 -2.2887 -0.7052
I 0.2828 0.3148 -0.7352
H -0.2763 1.3727 1.5045
H -1.9991 1.0603 0.7638
H 1.9086 -1.7473 -1.5270

Cartesian forces, eV/Å:
2.513 -0.736 -2.466
-0.922 0.832 0.525
-1.713 0.092 1.415
-0.230 0.214 1.092
-0.494 -0.438 0.074
0.846 0.036 -0.640

DFT total energy (a.u.): -735.63708
Multiplicity: 1
ΔE to the lowest compared entry with this formula, charge and spin (kcal/mol): 74.1
Total charge: 0

=====

Record 5
Here is CH3IS as an isolated structure in a non-equilibrium geometry from the OMol25 dataset. Energies are from ωB97M-V/def2-TZVPD.

Positions of all 6 atoms, in Å:
C 0.7351 0.7951 0.4103
S -1.5184 -1.8542 -0.6597
I 1.4560 -0.9667 -0.4504
H 1.3943 1.1519 1.2929
H -0.0598 1.3888 -0.0319
H -2.0071 -0.5149 -0.5612

Cartesian forces, eV/Å:
1.854 -0.013 1.549
-0.843 1.523 0.103
-0.535 1.045 0.280
-1.500 -0.556 -1.769
0.283 -0.308 -0.030
0.740 -1.691 -0.134

DFT total energy (a.u.): -735.63929
Multiplicity: 1
ΔE to the lowest compared entry with this formula, charge and spin (kcal/mol): 72.7
Total charge: 0

=====

Record 6
Here is an isolated ion of composition CH3N2O and charge -1 in a non-equilibrium geometry from the OMol25 dataset. Energies are from ωB97M-V/def2-TZVPD.

Positions of all 7 atoms, in Å:
C 0.1792 0.1111 -0.0066
N -0.8317 0.8228 0.4845
N 1.6345 0.5301 0.0360
O 2.6397 -0.2481 0.0680
H 0.1309 -1.0204 0.2290
H 0.3485 0.0495 -1.2603
H -0.8306 1.8266 0.2408

Cartesian forces, eV/Å:
1.388 -2.995 -1.911
-0.650 1.003 0.702
2.696 0.075 0.184
-3.740 1.123 -0.049
0.056 1.276 -0.056
-0.121 0.259 1.253
0.370 -0.742 -0.122

DFT total energy (a.u.): -224.52192
Multiplicity: 1
ΔE to the lowest compared entry with this formula, charge and spin (kcal/mol): 41.1
Total charge: -1

=====

Record 7
Here is CH3N2O as an isolated structure in a non-equilibrium geometry from the OMol25 dataset. Energies are from ωB97M-V/def2-TZVPD.

Positions of all 7 atoms, in Å:
C -0.5189 1.9544 -0.0441
N -3.6842 -0.6527 0.3358
N -2.6466 -0.3780 0.3347
O -0.9773 0.9608 -0.2212
H 3.9072 -2.5055 0.1007
H -0.0681 2.9472 0.1769
H 3.9879 -2.3263 -0.6827

Cartesian forces, eV/Å:
-0.196 -0.346 0.163
-2.698 -0.742 -0.028
1.286 -0.318 0.560
1.856 1.879 -0.546
0.195 0.440 -1.914
-0.245 -0.477 -0.150
-0.198 -0.437 1.914

DFT total energy (a.u.): -224.26359
Multiplicity: 1
ΔE to the lowest compared entry with this formula, charge and spin (kcal/mol): 52.1
Total charge: +1

=====

Record 8
Here is a 2-piece molecular cluster, CH3N2O2 overall in a non-equilibrium geometry from the OMol25 dataset. Energies are from ωB97M-V/def2-TZVPD.

Positions of all 8 atoms, in Å:
C 3.0684 -1.1245 0.0872
N 2.3998 -0.1515 -0.1068
N -0.6880 0.5943 0.0149
O -0.6344 -0.7037 -0.5896
O 1.8611 0.9645 -0.5007
H 0.0291 1.2202 -0.2681
H 0.2208 -1.1327 -0.7562
H -0.4900 0.3478 1.0204

Cartesian forces, eV/Å:
-1.660 1.759 -0.083
1.407 -0.725 -0.523
-1.473 -1.772 2.507
-1.043 -0.216 -0.962
0.973 -0.825 0.401
1.317 -0.271 -0.670
0.602 1.221 0.631
-0.123 0.830 -1.301

DFT total energy (a.u.): -299.77658
Multiplicity: 1
ΔE to the lowest compared entry with this formula, charge and spin (kcal/mol): 96.4
Total charge: -1

=====

Record 9
Here is a 2-piece molecular cluster, CH3N2O2P overall in a non-equilibrium geometry from the OMol25 dataset. Energies are from ωB97M-V/def2-TZVPD.

Positions of all 9 atoms, in Å:
C 0.3391 -1.6428 -0.6579
N -0.3961 2.4747 1.4504
N 0.5792 -0.3117 -0.9979
O -0.1102 1.8952 2.4529
O -0.3335 0.4139 -0.6686
P -0.7864 3.2743 0.2762
H -0.2679 -1.7502 0.1692
H 1.1870 -2.1635 -0.5784
H -0.2111 -2.1900 -1.4458

Cartesian forces, eV/Å:
-2.453 -1.044 -1.627
0.318 -0.522 2.009
-0.562 2.219 -0.484
0.055 -0.168 -0.399
0.594 -0.238 -0.343
-0.391 0.868 -1.497
-1.249 0.024 2.060
3.564 -1.803 0.513
0.124 0.665 -0.233

SMILES: [O-][N+]#P.CN=O
DFT total energy (a.u.): -641.06642
Multiplicity: 1
ΔE to the lowest compared entry with this formula, charge and spin (kcal/mol): 148.7
Total charge: 0

=====

Record 10
Here is an isolated ion of composition CH3N2O2S and charge -1 in a non-equilibrium geometry from the OMol25 dataset. Energies are from ωB97M-V/def2-TZVPD.

Positions of all 9 atoms, in Å:
C 0.0264 -0.0636 0.5960
N -1.1670 -0.0058 -0.0002
N -1.7965 0.5892 -0.9412
O 2.6364 0.6355 0.8850
O 1.9296 -1.2075 -0.6049
S 1.6705 0.2322 -0.1939
H -0.1614 -0.7756 1.3088
H -1.9426 -0.5916 0.4624
H -1.1954 1.1871 -1.5119

Cartesian forces, eV/Å:
-1.474 0.897 -1.736
-0.874 -1.043 1.912
-0.613 1.142 -2.036
-1.110 -0.056 -0.238
-0.356 1.019 0.201
1.038 -0.914 -0.396
0.956 -1.749 2.222
2.028 0.911 -0.362
0.405 -0.207 0.431

SMILES: [NH-]NC=S(=O)=O
DFT total energy (a.u.): -698.01440
Multiplicity: 1
ΔE to the lowest compared entry with this formula, charge and spin (kcal/mol): 77.4
Total charge: -1

=====

Record 11
Here is a 2-piece molecular cluster, CH3N2O2S overall in a non-equilibrium geometry from the OMol25 dataset. Energies are from ωB97M-V/def2-TZVPD.

Positions of all 9 atoms, in Å:
C -2.3879 -0.3898 0.2815
N 2.1016 0.4076 -0.7254
N 1.4467 0.8213 0.4019
O -2.4257 -0.2839 -0.8823
O -2.9094 -0.6589 1.2946
S -0.1676 0.4452 0.9194
H 2.1626 1.0378 -1.6233
H 1.9698 -0.5573 -1.1735
H 0.2100 -0.8221 1.5071

Cartesian forces, eV/Å:
-0.090 0.174 -0.511
0.422 -0.948 -3.633
0.040 1.144 0.737
0.152 0.156 -1.558
0.061 -0.254 1.638
1.442 -2.002 0.282
-0.797 -0.767 2.145
-0.185 1.205 1.392
-1.044 1.293 -0.492

DFT total energy (a.u.): -698.02505
Multiplicity: 1
ΔE to the lowest compared entry with this formula, charge and spin (kcal/mol): 70.8
Total charge: -1

=====

Record 12
Here is an isolated ion of composition CH3N2O3S and charge -1 in a non-equilibrium geometry from the OMol25 dataset. Energies are from ωB97M-V/def2-TZVPD.

Positions of all 10 atoms, in Å:
C 0.3579 -0.3447 -0.3590
N 0.4951 -0.9881 0.9325
N 1.4978 -0.0280 0.4391
O -1.2178 1.1537 0.9947
O -0.7822 1.8984 -1.3145
O -2.1249 -0.0413 -0.9054
S -1.0210 0.8103 -0.4412
H 0.4844 -1.3452 -1.1327
H 0.0353 -0.5184 1.7632
H 2.2753 -0.5966 0.0233

Cartesian forces, eV/Å:
-0.422 -3.446 -0.768
0.377 -0.208 1.501
1.348 -0.416 -0.815
0.815 0.094 -1.418
1.326 1.649 -1.218
0.786 -0.110 -0.078
-3.146 -1.703 2.509
-0.640 3.578 1.435
0.251 -0.060 -1.953
-0.694 0.622 0.806

SMILES: O=S(=O)([O-])C1NN1
DFT total energy (a.u.): -773.30543
Multiplicity: 1
ΔE to the lowest compared entry with this formula, charge and spin (kcal/mol): 54.2
Total charge: -1

=====

Record 13
Here is a 2-piece molecular cluster, CH3N2O4 overall in a non-equilibrium geometry from the OMol25 dataset. Energies are from ωB97M-V/def2-TZVPD.

Positions of all 10 atoms, in Å:
C -0.4915 2.5219 -1.1091
N 0.0356 -1.2084 0.8853
N 0.7702 -2.1800 0.5074
O 1.2968 -2.0995 -0.5978
O 1.0110 -2.9653 1.5020
O 0.3866 3.3596 -1.2497
O -0.4670 -0.2699 0.1367
H -1.5752 2.7602 -1.3733
H -0.4473 1.5250 -0.4762
H -0.5193 -1.4435 1.7747

Cartesian forces, eV/Å:
-0.503 -0.143 1.923
-3.599 1.486 2.496
1.003 0.286 1.558
0.416 -1.165 -0.407
0.509 -0.997 -1.357
-0.959 -1.276 -0.155
0.049 0.149 -0.609
0.811 0.028 -0.438
0.754 1.425 -1.351
1.519 0.208 -1.660

DFT total energy (a.u.): -450.21437
Multiplicity: 1
ΔE to the lowest compared entry with this formula, charge and spin (kcal/mol): 89.6
Total charge: -1

=====

Record 14
Here is a 2-piece molecular cluster, CH3N2P overall in a non-equilibrium geometry from the OMol25 dataset. Energies are from ωB97M-V/def2-TZVPD.

Positions of all 7 atoms, in Å:
C -0.1608 -0.7315 1.6057
N -0.7590 -1.5933 2.0494
N 1.3234 -0.5605 -0.2469
P 0.7782 0.5020 0.6882
H -1.5781 0.9358 -1.4788
H 2.0575 -0.1699 -0.8405
H -1.6612 1.6174 -1.7772

Cartesian forces, eV/Å:
-0.035 1.143 -0.188
-0.773 -1.021 0.777
1.900 -1.108 -1.865
-0.864 1.084 1.670
-0.046 0.212 -0.121
-0.211 -0.095 -0.384
0.030 -0.217 0.111

SMILES: [H]/N=P/C#N.[H][H]
DFT total energy (a.u.): -490.68029
Multiplicity: 1
ΔE to the lowest compared entry with this formula, charge and spin (kcal/mol): 39.1
Total charge: 0

=====

Record 15
Here is an isolated ion of composition CH3N2S and charge +1 in a non-equilibrium geometry from the OMol25 dataset. Energies are from ωB97M-V/def2-TZVPD.

Positions of all 7 atoms, in Å:
C 0.0222 -0.1901 0.3077
N 1.2430 -0.4355 -0.1309
N -0.8501 0.6495 -0.0494
S 0.8807 -1.0927 1.4568
H 1.4510 -0.8217 -1.0413
H -0.9466 1.0173 -1.0891
H -1.8002 0.8733 0.5462

Cartesian forces, eV/Å:
1.875 0.795 0.315
0.158 0.739 -1.113
-5.817 2.247 -1.148
-0.468 -0.948 0.834
0.244 -0.843 0.057
0.722 -0.978 2.810
3.286 -1.011 -1.755

DFT total energy (a.u.): -547.24297
Multiplicity: 1
ΔE to the lowest compared entry with this formula, charge and spin (kcal/mol): 11.4
Total charge: +1

=====

Record 16
Here is one molecule with the formula CH3N3O2 in a non-equilibrium geometry from the OMol25 dataset. Energies are from ωB97M-V/def2-TZVPD.

Positions of all 9 atoms, in Å:
C 0.5854 -0.3197 0.3009
N -0.6472 0.1473 -0.4433
N 0.3490 -1.1183 1.3367
N -0.6939 1.1615 -1.2818
O 0.1263 2.0664 -1.1968
O -1.6138 1.0646 -2.0884
H 1.6096 -0.0661 0.0667
H 0.9456 -1.8284 1.7256
H -0.6610 -1.1073 1.5805

Cartesian forces, eV/Å:
-4.559 2.396 -2.733
3.960 -4.740 5.361
-2.031 0.933 -0.682
0.797 0.508 -1.125
-0.089 0.373 -0.323
0.545 0.744 0.225
0.037 0.016 -0.470
0.295 0.291 -0.131
1.045 -0.520 -0.123

SMILES: N/C=N/[N+](=O)[O-]
DFT total energy (a.u.): -354.48432
Multiplicity: 1
ΔE to the lowest compared entry with this formula, charge and spin (kcal/mol): 125.0
Total charge: 0

=====

Record 17
Here is a 2-piece molecular cluster, CH3N3O2S2 overall in a non-equilibrium geometry from the OMol25 dataset. Energies are from ωB97M-V/def2-TZVPD.

Positions of all 11 atoms, in Å:
C 0.1599 0.1961 1.6151
N 0.1192 1.4344 1.2474
N 0.3675 -0.9208 1.0851
N -0.2843 -0.3705 -2.2590
O 0.2780 0.5196 -1.6460
O -0.6593 -0.3533 -3.4199
S 0.1690 -1.1234 2.8891
S -0.5395 -1.9012 -1.5291
H -0.2621 1.7636 0.4124
H 0.3838 2.1698 1.9319
H 0.2676 -1.4143 -0.3270

Cartesian forces, eV/Å:
1.017 -3.130 0.058
0.650 2.821 2.963
-0.129 0.444 0.146
-0.096 -0.701 -1.283
-0.240 0.377 -0.174
0.194 1.088 0.330
-0.067 1.248 -0.162
1.021 -0.015 1.572
-0.371 -0.003 -1.788
-0.629 -1.009 -0.713
-1.350 -1.121 -0.950

SMILES: O=[N+]([O-])S.NC1=NS1
DFT total energy (a.u.): -1150.82622
Multiplicity: 1
ΔE to the lowest compared entry with this formula, charge and spin (kcal/mol): 75.0
Total charge: 0

=====

Record 18
Here is CH3N3O2Si as an isolated structure in a non-equilibrium geometry from the OMol25 dataset. Energies are from ωB97M-V/def2-TZVPD.

Positions of all 10 atoms, in Å:
C -1.0551 1.6165 0.0799
N -1.5928 2.6001 -0.2062
N 1.7187 0.1996 -0.9728
N -1.0529 -1.3644 0.1519
O -1.9873 -1.3044 -0.6056
O -0.5203 -2.3707 0.5497
Si -0.0628 0.1471 0.6035
H 2.0416 1.1454 -0.9504
H 2.3401 -0.5043 -0.6457
H 0.1709 -0.1650 1.9957

Cartesian forces, eV/Å:
-0.078 0.515 0.255
0.387 -0.785 0.178
-4.813 -0.512 1.929
0.590 1.247 -0.930
-0.690 -0.035 -0.123
0.361 -1.089 0.630
2.510 -0.055 -3.284
0.597 0.428 0.441
0.923 -0.167 0.534
0.213 0.454 0.370

DFT total energy (a.u.): -643.99636
Multiplicity: 1
ΔE to the lowest compared entry with this formula, charge and spin (kcal/mol): 59.6
Total charge: 0

=====

Record 19
Here is a 2-piece molecular cluster, CH3N3O3 overall in a non-equilibrium geometry from the OMol25 dataset. Energies are from ωB97M-V/def2-TZVPD.

Positions of all 10 atoms, in Å:
C -0.3447 -1.4834 0.9817
N -0.2333 0.2512 -1.9896
N 0.7500 2.0340 -0.9080
N 0.1871 1.0683 -1.3307
O 0.0685 -0.3210 0.9869
O -0.6967 -2.0499 -0.1460
O 0.9652 2.2027 0.4574
H -0.4512 -1.9282 1.9748
H 0.5058 1.5472 0.8854
H -0.7508 -1.3208 -0.9119

Cartesian forces, eV/Å:
0.743 3.549 -0.296
-0.635 -0.553 -0.047
1.063 2.282 0.197
-0.092 -1.088 -0.465
-0.393 -1.182 0.385
-0.783 0.568 -1.510
1.560 2.478 -1.780
-0.176 -1.150 -0.639
-1.821 -2.977 1.941
0.534 -1.926 2.214

DFT total energy (a.u.): -429.74769
Multiplicity: 1
ΔE to the lowest compared entry with this formula, charge and spin (kcal/mol): 42.7
Total charge: 0

=====

Record 20
Here is a 2-piece molecular cluster, CH3N3O4 overall in a non-equilibrium geometry from the OMol25 dataset. Energies are from ωB97M-V/def2-TZVPD.

Positions of all 11 atoms, in Å:
C 2.0717 -0.6686 0.3531
N 2.5822 -0.6095 1.4233
N -0.7892 0.8736 -0.0561
N -1.4796 0.2392 -0.8461
O -0.8819 -0.0317 -2.0356
O 1.7400 -0.8066 -0.7466
O -2.5949 -0.1885 -0.7046
O -1.2206 0.8244 1.2380
H 0.0287 0.3480 -2.2495
H 2.7333 -0.4663 2.3801
H -2.1898 0.4861 1.2441

Cartesian forces, eV/Å:
1.238 -0.061 1.920
-0.170 -0.153 -1.197
2.246 0.619 1.344
0.914 0.330 -0.562
0.320 -0.094 -2.271
-0.793 0.018 -1.431
-1.380 -0.967 0.263
-2.487 -0.265 -0.169
-1.450 -0.217 1.725
-0.259 0.221 0.635
1.821 0.570 -0.256

SMILES: [O-]/[N+](O)=N\O.N=C=O
DFT total energy (a.u.): -504.94568
Multiplicity: 1
ΔE to the lowest compared entry with this formula, charge and spin (kcal/mol): 31.4
Total charge: 0